C28H33N3O5 | ωB97M-V/def2-TZVPD

XYZ file:
```
69
Properties=species:S:1:pos:R:3:forces:R:3
C -1.2941 2.2826 1.7000 0.16 -0.13 -0.22
H -4.4447 -3.5215 -0.4509 -0.03 0.14 0.02
H 3.9771 -0.2392 -1.4147 -0.06 -0.05 -0.09
C 0.1130 -1.0006 0.2382 -0.32 -0.47 -0.35
C -1.1894 -1.1870 0.6777 0.04 -0.33 -0.17
H 6.9262 2.2644 -1.4139 0.05 0.01 0.02
H -4.9379 3.9370 2.2323 -0.04 -0.01 0.08
O -3.3152 -2.0931 0.5590 0.36 -0.12 0.10
C -2.6451 2.5553 1.7479 -0.22 0.04 0.18
H 0.0486 -3.0206 -2.4445 -0.01 -0.08 -0.09
C -0.3147 -2.5094 -1.5683 -0.05 -0.08 -0.09
H -2.9523 -4.7576 -3.2968 0.10 0.02 -0.03
C -2.8752 1.7082 -0.4753 -0.11 -0.08 -0.06
N -4.8276 2.5417 0.6862 -0.26 0.06 0.01
H 0.3079 -2.8691 2.0738 -0.19 0.05 -0.07
H 5.1326 3.6381 -1.9347 -0.02 0.07 0.01
C 5.6914 0.7628 -0.4817 0.10 -0.02 -0.13
H -1.8100 -3.4636 -3.7355 0.01 -0.02 0.03
C -2.0882 -4.1854 -2.9615 0.06 -0.11 -0.18
O 3.5206 -2.3184 1.9978 0.36 0.49 -0.09
C -1.5251 1.4335 -0.5117 -0.02 0.20 -0.01
C 1.3767 -2.9103 2.0953 0.42 0.60 -0.11
C 0.5484 -1.6640 -0.8957 -0.12 0.19 0.11
H 6.5802 2.6074 0.2801 0.10 0.03 -0.02
O 2.9250 0.3703 1.9285 0.13 -0.08 0.13
C 2.1716 -4.0333 2.4065 0.54 0.01 0.06
C 4.9090 2.9930 -1.0863 0.05 0.07 -0.06
H -6.7282 2.1330 -0.0459 0.03 0.01 0.00
H -4.4589 -1.8887 -1.1617 0.00 -0.01 0.02
C 2.2514 -1.8814 1.8459 -0.75 -0.49 0.19
C 2.0848 -0.4432 1.5582 0.23 -0.05 0.20
H -3.4630 1.4812 -1.3492 -0.10 -0.02 -0.09
H 3.1802 1.6613 0.5095 -0.29 0.01 -0.03
H 6.5063 0.0503 -0.6015 0.01 -0.06 0.09
H -3.0462 2.9875 2.6499 -0.08 0.04 0.07
H 1.2314 1.8943 1.4380 -0.11 -0.10 -0.19
C -5.4382 3.0262 1.8991 0.10 0.02 0.09
N 0.9585 -0.0797 0.9037 -0.08 0.08 0.08
H 4.5269 3.6220 -0.2829 -0.02 0.07 -0.05
C 3.4652 -3.6099 2.3253 -0.50 -0.67 0.15
O -2.5006 -3.5452 -1.7789 0.05 0.27 0.42
O 1.0521 1.6799 -1.7958 -0.23 -0.07 -0.35
H -5.5512 0.8437 -0.3406 -0.02 -0.03 -0.05
C -0.7073 1.7087 0.5788 0.12 0.25 0.03
H -5.3006 -2.1980 0.3791 0.03 0.01 -0.07
H -1.5507 -0.6816 1.5584 -0.07 0.11 0.09
C 3.8479 1.9434 -1.4638 -0.19 0.01 -0.39
H -1.0967 1.0121 -1.4058 0.03 -0.06 -0.06
C 6.1573 2.2108 -0.6414 0.10 -0.01 0.08
C -2.0741 -2.0154 -0.0009 0.12 0.08 0.04
H 5.2446 0.6089 0.5016 0.00 -0.06 0.07
C 4.6259 0.6234 -1.5636 -0.06 0.04 0.07
C -1.6243 -2.7033 -1.1453 -0.14 -0.05 0.02
C 0.7503 1.3552 0.6135 0.04 0.27 -0.04
C 1.5382 1.6559 -0.6838 0.00 0.14 0.51
H 1.8272 -5.0156 2.6566 0.00 -0.22 0.06
H -1.2526 -4.8689 -2.7803 -0.02 0.04 -0.02
H 5.0914 0.5445 -2.5470 0.05 -0.02 -0.07
H 3.3187 2.1845 -2.3887 0.11 -0.02 0.13
C -5.6897 1.9302 -0.2973 0.09 0.01 -0.14
H -6.4794 3.2742 1.7027 0.04 0.00 0.00
H 4.3965 -4.1214 2.4702 0.17 0.03 -0.01
H -0.6847 2.5102 2.5642 0.07 0.02 0.08
N 2.8411 1.8590 -0.4272 0.47 0.10 0.15
H -5.4972 2.3464 -1.2895 -0.06 -0.09 -0.05
H 1.5527 -1.5166 -1.2608 0.12 0.04 -0.03
C -4.4306 -2.4532 -0.2265 -0.43 -0.11 -0.13
H -5.4040 2.2887 2.7114 0.00 0.04 0.06
C -3.4795 2.2655 0.6600 0.16 0.08 0.00
```
Positions in Å, forces in eV/Å.

Computed properties:
HOMO: -7.52 eV
Orbital gap: 8.17 eV
Relative energy (zero: lowest compared OMol25 entry of this formula, charge and spin): 1.420 eV
Net charge: 0
DFT total energy: -44278.7996 eV
E_LUMO: 0.65 eV

C8H18OSi | ωB97M-V/def2-TZVPD

XYZ file:
```
28
Properties=species:S:1:pos:R:3:forces:R:3
H 2.4663 1.9788 -1.4824 -1.25 -2.33 0.08
H -4.5432 0.6674 -0.7328 1.19 0.45 1.90
H -4.3252 0.5148 1.0858 0.40 -0.18 -0.15
C 1.8897 0.9328 -1.5837 -0.85 2.92 -1.17
Si 1.6296 -0.0142 -0.0141 0.75 -0.09 0.43
H 0.7899 1.2343 -1.9389 2.40 -0.68 0.24
C 1.5514 1.2130 1.4981 2.89 -1.21 0.18
O -2.6449 -1.7749 0.1847 -0.99 -0.94 -0.38
H 3.1232 -1.4807 1.2940 0.82 0.18 -0.13
H 4.1099 -0.4396 -0.0596 -0.95 -0.44 1.58
H -1.8200 -0.5095 1.6882 0.33 -0.72 -1.55
C 0.2397 -1.3192 -0.3553 -1.75 3.19 2.76
H -3.8293 2.0264 0.2968 -0.48 -0.69 -0.14
H 1.4252 -2.9461 -0.8854 -2.18 0.41 -0.12
H 1.7170 0.4776 2.3316 -0.28 0.81 -0.32
H -0.4324 -3.1447 -1.0331 -2.98 -2.41 -0.69
H 3.2055 -1.7487 -0.4498 -0.26 -1.68 -0.90
C -3.8519 0.9185 0.1842 -1.52 0.78 -1.79
H 2.3980 2.0338 1.6355 -1.68 -1.85 -0.79
H 2.4582 0.3671 -2.3568 -0.79 0.27 0.35
C 0.3232 -2.5521 -0.7588 5.20 1.23 0.36
H -1.7286 1.3272 0.2663 -0.57 -0.51 -0.64
H 0.6241 1.6569 1.6208 -1.86 1.01 0.38
H -2.7961 -2.5252 0.7805 0.68 0.71 0.18
C -1.9086 -0.7045 0.5582 1.63 -0.53 0.12
C -2.4167 0.5288 -0.1320 1.83 0.54 0.04
H -2.2540 0.4574 -1.2286 -0.12 0.04 0.72
C 3.1929 -1.0210 0.3049 0.37 1.74 -0.56
```
Positions in Å, forces in eV/Å.

Computed properties:
HOMO: -7.50 eV
Orbital gap: 8.13 eV
Relative energy (zero: lowest compared OMol25 entry of this formula, charge and spin): 4.682 eV
Net charge: 0
DFT total energy: -18508.4928 eV
E_LUMO: 0.63 eV

C24H44ClN8 | ωB97M-V/def2-TZVPD

XYZ file:
```
77
Properties=species:S:1:pos:R:3:forces:R:3
N 0.3352 3.6722 2.5506 0.21 0.67 -2.72
N -5.8817 -1.9555 -1.2658 5.55 3.43 0.34
C 0.6201 -5.1663 -2.8555 1.02 1.05 1.99
H -3.4268 1.3645 1.5676 -0.44 -0.17 0.30
H 3.0242 1.6188 -1.5909 -0.36 1.01 0.74
H -3.5361 0.2640 -2.2251 -0.35 0.00 -0.18
H -1.6713 6.5507 0.5534 -0.71 0.05 0.44
C -4.2507 -0.3963 -1.7565 -1.37 -1.12 0.14
C 4.2646 0.0026 -1.1183 -1.79 0.02 1.09
H -2.8180 5.2272 0.0604 0.29 -0.09 0.18
C -5.3262 -1.1534 -2.2898 1.88 0.78 1.36
H 0.1730 4.1961 4.6285 -0.05 0.03 -0.30
H -5.5440 -1.3485 -3.3294 -0.38 0.42 0.12
H 1.8779 -1.6490 -2.7992 0.17 -0.08 0.26
C 3.0297 1.0175 -0.6818 2.15 -2.10 -2.02
H 3.9301 3.6571 -0.0097 0.33 0.12 0.31
H 4.5877 1.3445 4.5020 0.41 -0.07 -0.65
C -5.0428 -1.7020 -0.1983 -0.16 0.71 0.36
C 3.0910 1.1243 1.7862 1.57 -0.88 -1.26
H 0.2366 5.7739 1.9162 0.19 -0.12 0.14
N -0.2853 4.2672 0.4805 1.08 0.00 2.03
H 0.8181 -7.6036 -3.7398 0.46 -0.53 -0.26
C 0.8649 3.7244 3.9308 -0.02 -0.87 0.33
H 4.0597 -0.4727 -2.0776 -0.07 0.61 -0.25
N 3.3270 1.6788 0.5624 -0.10 2.09 3.04
H 1.0324 2.6935 4.2425 -0.53 -0.08 -0.02
N 3.5631 1.9110 2.7395 -0.63 0.70 0.13
C 3.9722 3.1131 2.2525 -0.24 -0.46 -3.96
H 3.3801 2.4429 4.8097 -0.58 0.23 -0.57
H -0.1719 -5.1611 -3.5898 0.37 -0.34 -0.20
N 0.7682 -4.0909 -1.9624 1.35 -3.09 -0.45
H 2.0681 0.5130 -0.5879 0.27 -0.12 0.18
C 0.1665 4.7206 1.6885 -0.97 -1.23 -0.40
N 1.5199 -6.1763 -2.5010 -2.94 2.31 -2.56
H -7.7642 -2.7114 -1.2121 -0.18 -0.30 -0.65
C 3.8239 2.9851 0.8291 -0.29 -0.88 1.74
H -0.7809 2.2736 -0.2728 0.40 0.20 -0.13
H 5.2397 0.4898 -1.1163 -0.25 0.18 -0.05
H 2.6339 -7.4294 -3.9450 -0.27 1.17 -0.37
C -0.7173 5.1417 -0.6105 -0.80 -0.92 -1.17
C 1.7793 -7.3965 -3.2693 -0.50 -0.83 0.37
H -6.6213 -3.4467 -2.4962 -0.40 0.30 0.07
Cl 0.3201 -1.0505 1.3785 0.12 0.41 -0.23
C -6.7649 -3.0432 -1.4939 -0.70 -1.10 1.17
C -2.9555 -0.4636 0.5545 0.36 -0.67 -1.06
H -0.5966 -2.5606 -1.1851 0.28 -0.67 0.28
C 2.1478 -5.7863 -1.4192 1.70 1.87 2.03
H -2.3337 0.2270 2.3805 0.56 0.39 -0.31
H 0.1016 1.5707 2.3293 0.02 -0.35 -0.54
H 1.7740 -1.7426 -0.9416 0.45 -0.17 -0.30
H 2.0915 -8.1916 -2.5921 -0.72 0.00 0.39
H -2.4005 6.5619 -0.9934 0.37 -0.30 -0.39
C 0.1323 -2.7565 -1.9716 1.29 1.95 -0.85
H 0.1511 5.7170 -0.9313 -0.37 0.40 0.08
H 1.8641 4.1382 4.0665 -0.21 0.62 -0.75
C -2.0004 5.8816 -0.2417 0.84 0.99 0.48
C 3.5977 1.6150 4.1349 0.71 -1.12 2.21
C -0.2973 2.8859 0.4741 0.16 -0.14 3.77
H -2.5378 -1.4588 0.7070 -0.06 0.09 0.52
H -0.9624 4.4443 -1.4115 0.30 0.04 -0.22
H -3.8810 -0.1832 2.5136 -0.93 0.36 -0.50
H 4.2924 -0.8680 -0.4630 0.13 0.20 0.46
C 1.2647 -1.6266 -1.8983 -1.26 -1.14 0.60
C 1.7846 -4.4843 -1.0677 -0.63 -1.27 -0.86
H 3.0105 0.7393 4.4113 -0.40 0.23 -0.35
H 0.8075 -0.6458 -1.7674 -0.38 -0.14 -0.40
C 0.0687 2.5106 1.7984 -0.33 1.18 -0.80
H -0.3457 -2.5617 -2.9316 -0.17 -0.68 -0.04
H -5.0604 -2.2441 0.7356 -0.36 0.00 0.00
H -2.1401 0.0429 0.0381 -0.30 0.00 -0.55
H 2.1769 -3.8684 -0.2720 -0.31 -0.02 -0.11
H 2.9077 -6.4552 -1.0430 0.04 0.38 0.44
C -3.2414 0.3122 1.7832 0.47 -0.35 1.27
H 2.8990 0.0780 1.9728 -0.66 0.02 -0.23
H -6.4836 -3.8193 -0.7820 -0.16 -0.17 -0.10
H 4.3601 3.8732 2.9145 -0.02 0.09 -0.36
N -4.1000 -0.6958 -0.3858 -3.12 -2.74 -2.24
```
Positions in Å, forces in eV/Å.

Computed properties:
HOMO: -15.13 eV
Orbital gap: 8.51 eV
Relative energy (zero: lowest compared OMol25 entry of this formula, charge and spin): 3.634 eV
Net charge: +3
DFT total energy: -50019.7974 eV
E_LUMO: -6.62 eV